*i*
Here is a 2-piece molecular cluster, C4H12 overall from the Open Molecules 2025 dataset. Energies are from ωB97M-V with the def2-TZVPD basis set.

Bonds (Å) are listed after each position.
Cartesian coordinates (Å):
1 C 1.31 0.09 -0.92  C2 1.539, H3 1.087, H4 1.094, H5 1.091
2 C 0.49 0.36 -2.19  C1 1.539, H6 1.087, H7 1.092, H8 1.093
3 H 1.03 0.76 -0.11  C1 1.087
4 H 1.06 -0.91 -0.58  C1 1.094
5 H 2.39 0.10 -1.07  C1 1.091
6 H -0.46 -0.18 -2.22  C2 1.087
7 H 1.12 0.26 -3.08  C2 1.092
8 H 0.21 1.41 -2.24  C2 1.093
9 C -0.40 0.03 2.08  C10 1.546, H11 1.098, H12 1.093, H13 1.089
10 C -1.37 -0.49 0.99  C9 1.546, H14 1.084, H15 1.091, H16 1.089
11 H -0.68 -0.35 3.07  C9 1.098
12 H 0.56 -0.48 1.96  C9 1.093
13 H -0.45 1.12 2.07  C9 1.089
14 H -1.14 -0.03 0.03  C10 1.084
15 H -2.37 -0.12 1.21  C10 1.091
16 H -1.29 -1.57 0.99  C10 1.089

E_LUMO (spin up / spin down) in eV: 4.2199 / 4.7367
Kohn-Sham gap (spin up / spin down) in eV: 2.64 / 12.44
Molecular weight in g/mol: 60.140
Spin multiplicity: 2
HOMO energy (spin up / spin down) in eV: 1.6 / -7.7
Charge: -1

***

*ii*
Here is a 2-piece molecular cluster, C4H12 overall from the Open Molecules 2025 dataset. Energies are from ωB97M-V with the def2-TZVPD basis set.

Bonds (Å) are listed after each position.
Cartesian coordinates (Å):
1 C -0.46 0.57 1.69  C2 1.539, H3 1.094, H4 1.084, H5 1.089
2 C -1.75 0.05 1.04  C1 1.539, H6 1.096, H7 1.087, H8 1.059
3 H -0.69 0.77 2.74  C1 1.094
4 H 0.46 0.02 1.54  C1 1.084
5 H -0.27 1.60 1.38  C1 1.089
6 H -1.46 -0.62 0.22  C2 1.096
7 H -2.44 -0.45 1.72  C2 1.087
8 H -2.22 0.82 0.49  C2 1.059
9 C 1.37 -0.99 -1.06  C10 1.549, H11 1.084, H12 1.091, H13 1.091
10 C 0.77 0.34 -1.56  C9 1.549, H14 1.091, H15 1.109, H16 1.084
11 H 0.57 -1.63 -0.70  C9 1.084
12 H 1.95 -1.48 -1.85  C9 1.091
13 H 2.05 -0.95 -0.20  C9 1.091
14 H 1.24 1.20 -1.08  C10 1.091
15 H 1.17 0.49 -2.58  C10 1.109
16 H -0.29 0.25 -1.79  C10 1.084

E_LUMO (spin up / spin down) in eV: 4.3800 / 4.4844
Kohn-Sham gap (spin up / spin down) in eV: 2.77 / 11.87
Molecular weight in g/mol: 60.140
Spin multiplicity: 2
HOMO energy (spin up / spin down) in eV: 1.6 / -7.4
Charge: -1

***

*iii*
Here is a 2-piece molecular cluster, C4H12 overall from the Open Molecules 2025 dataset. Energies are from ωB97M-V with the def2-TZVPD basis set.

Bonds (Å) are listed after each position.
Cartesian coordinates (Å):
1 C -1.22 -0.96 -1.65  C2 1.515, H3 1.087, H4 1.096, H5 1.102
2 C -1.31 0.56 -1.58  C1 1.515, H6 1.097, H7 1.089, H8 1.097
3 H -0.45 -1.28 -2.34  C1 1.087
4 H -1.12 -1.41 -0.65  C1 1.096
5 H -2.20 -1.39 -1.89  C1 1.102
6 H -1.05 1.01 -2.55  C2 1.097
7 H -0.66 0.97 -0.81  C2 1.089
8 H -2.30 1.00 -1.42  C2 1.097
9 C 1.14 0.92 1.43  C10 1.512, H11 1.082, H12 1.081, H13 1.110
10 C 1.38 -0.50 1.89  C9 1.512, H14 1.095, H15 1.099, H16 1.092
11 H 0.24 1.08 0.84  C9 1.082
12 H 1.31 1.72 2.13  C9 1.081
13 H 1.91 1.07 0.64  C9 1.110
14 H 1.00 -0.78 2.88  C10 1.095
15 H 0.88 -1.19 1.19  C10 1.099
16 H 2.43 -0.82 1.89  C10 1.092

E_LUMO (spin up / spin down) in eV: 4.4076 / 4.4516
Kohn-Sham gap (spin up / spin down) in eV: 2.81 / 12.02
Molecular weight in g/mol: 60.140
Spin multiplicity: 2
HOMO energy (spin up / spin down) in eV: 1.6 / -7.6
Charge: -1

***

Relative energies with respect to the most stable structure, expressed in hartree: *i* 0.0000; *ii* 0.0129; *iii* 0.0033.